*1*
A cluster of 2 separate species, C4H14N2O in total, computed with ωB97M-V with the def2-TZVPD basis set.

Geometry as ORCA input:
```
! wB97M-V def2-TZVPD RIJCOSX def2/J DEFGRID3
* xyz 0 1
O 0.040 -0.277 2.794
N 1.731 -1.252 0.246
N -1.431 0.030 0.399
C 0.734 -0.631 -0.661
C -0.097 0.518 -0.044
C 1.588 -0.212 -1.913
C -2.361 1.158 0.146
H 2.002 -1.094 -2.404
H -1.762 -0.744 -0.162
H 2.196 0.574 -1.509
H -3.378 0.890 0.364
H -2.056 2.068 0.713
H 1.504 -1.021 1.198
H -0.192 1.417 -0.664
H 2.676 -0.996 0.004
H -2.299 1.562 -0.865
H 0.171 -1.498 -1.012
H 0.894 0.155 -2.681
H 0.287 -1.147 3.121
H 0.416 0.911 0.824
H -0.664 -0.411 2.107
*
```

Results
- gap between HOMO and LUMO (eV) = 10.0
- E_HOMO (eV) = -8.9865
- SMILES string = CNC[C@@H](C)N.O

---

*2*
A cluster of 2 separate species, C4H14N2O in total, computed with ωB97M-V with the def2-TZVPD basis set.

Geometry as ORCA input:
```
! wB97M-V def2-TZVPD RIJCOSX def2/J DEFGRID3
* xyz 0 1
O -2.952 -0.610 -2.467
N -0.192 -0.975 -0.088
N 0.610 -0.680 2.917
C 0.397 0.218 0.579
C 0.218 1.188 -1.711
C 1.315 -0.074 1.777
C 1.133 1.058 -0.503
H -0.846 1.350 -1.564
H -3.650 -1.269 -2.356
H 1.654 0.948 2.007
H 0.508 1.983 -2.383
H 1.420 2.066 -0.128
H 1.369 -0.916 3.553
H 2.147 0.741 -0.694
H 2.271 -0.518 1.400
H -2.284 -0.601 -1.783
H 0.352 -1.774 0.213
H -0.397 0.875 0.949
H 0.075 0.117 3.247
H -0.197 -0.912 -1.088
H 0.320 0.219 -2.198
*
```

Results
- gap between HOMO and LUMO (eV) = 10.1
- E_HOMO (eV) = -9.1161
- SMILES string = CC[C@@H](N)CN.O

---

*3*
A cluster of 4 separate species, C4H14N2O in total, computed with ωB97M-V with the def2-TZVPD basis set.

Geometry as ORCA input:
```
! wB97M-V def2-TZVPD RIJCOSX def2/J DEFGRID3
* xyz 0 1
O 2.502 -0.034 1.173
N 0.616 1.784 0.694
N -1.699 -0.089 -0.326
C -3.114 -0.210 -0.264
C 1.344 -0.602 -1.785
C -1.027 -0.634 0.841
C 2.463 -0.323 -1.085
H -3.494 0.315 0.624
H 3.045 -1.087 -0.568
H -0.133 1.161 0.384
H -3.549 -1.213 -0.191
H 0.662 2.531 0.009
H 0.734 0.217 -2.154
H -3.603 0.301 -1.103
H -1.153 -1.705 1.064
H 2.511 -0.197 2.126
H -1.174 -0.069 1.768
H 0.824 -1.533 -1.602
H 1.436 1.109 0.720
H 0.008 -0.413 0.612
H 2.802 0.691 -0.936
*
```

Results
- gap between HOMO and LUMO (eV) = 3.3
- E_HOMO (eV) = -7.8760

---

*4*
A cluster of 2 separate species, C4H14N2O in total, computed with ωB97M-V with the def2-TZVPD basis set.

Geometry as ORCA input:
```
! wB97M-V def2-TZVPD RIJCOSX def2/J DEFGRID3
* xyz 0 1
O 1.859 3.010 -1.197
N -1.019 0.983 1.627
N -0.758 -1.724 0.369
C 0.358 -0.811 0.482
C 1.538 -0.753 -0.533
C -0.270 0.757 0.410
C -1.969 -1.545 -0.400
H 2.401 -0.497 0.108
H 0.601 1.348 0.188
H 1.742 -1.704 -1.047
H 1.553 0.004 -1.323
H 2.770 3.266 -1.324
H -2.752 -1.764 0.329
H 1.191 3.671 -1.027
H -0.382 -2.645 0.227
H -0.970 0.687 -0.406
H 0.771 -0.837 1.468
H -1.890 0.491 1.617
H -2.197 -0.578 -0.839
H -2.134 -2.320 -1.201
H -0.443 0.962 2.471
*
```

Results
- gap between HOMO and LUMO (eV) = 8.9
- E_HOMO (eV) = -8.1006
- SMILES string = CN[C@@H](C)CN.O

---

Relative stability in kJ/mol, measured from the most stable structure: *1* 0.0; *2* 7.5; *3* 817.1; *4* 91.0

---

*1*
A cluster of 2 separate species, C4H14N2O in total, computed with ωB97M-V with the def2-TZVPD basis set.

Geometry as ORCA input:
```
! wB97M-V def2-TZVPD RIJCOSX def2/J DEFGRID3
* xyz 0 1
O 0.649 -2.539 -1.394
N 0.701 -0.566 1.408
N 0.095 0.533 -2.103
C -0.503 0.095 0.992
C 0.675 1.369 -0.971
C -0.166 1.520 0.310
C -1.540 0.350 2.220
H -0.980 2.095 -0.039
H -1.181 0.991 3.087
H -1.030 -0.522 0.159
H 1.719 0.974 -0.851
H 0.524 1.957 1.065
H 0.401 -1.559 1.453
H 0.745 -2.957 -2.271
H 0.796 2.454 -1.152
H -2.455 0.730 1.855
H -1.978 -0.534 2.775
H 0.584 0.748 -2.999
H 0.181 -0.475 -1.958
H 1.382 -0.511 0.630
H -0.259 -2.856 -1.047
*
```

Results
- gap between HOMO and LUMO (eV) = 9.4
- E_HOMO (eV) = -8.9247
- SMILES string = C[C@H](N)CCN.O

---

*2*
A cluster of 2 separate species, C4H14N2O in total, computed with ωB97M-V with the def2-TZVPD basis set.

Geometry as ORCA input:
```
! wB97M-V def2-TZVPD RIJCOSX def2/J DEFGRID3
* xyz 0 1
O -0.234 2.590 -1.063
N 0.512 -1.421 -0.728
N 0.416 1.105 1.365
C -1.837 -1.309 0.092
C 1.318 -0.221 -0.628
C -0.862 -1.107 -1.107
C 1.633 0.378 0.889
H -0.995 -0.112 -1.430
H -1.083 -1.718 -2.028
H 2.446 1.119 1.102
H 0.497 1.537 2.233
H 0.816 0.653 -1.090
H 0.588 -2.045 0.136
H -0.368 0.483 1.350
H 2.327 -0.330 -1.149
H -2.029 -2.394 0.351
H -1.515 -0.821 1.086
H -0.642 1.851 -0.556
H -2.773 -0.775 -0.065
H 1.797 -0.598 1.510
H -0.011 3.136 -0.269
*
```

Results
- gap between HOMO and LUMO (eV) = 9.5
- E_HOMO (eV) = -8.5865
- SMILES string = CCNCCN.O

---

Relative stability in kJ/mol, measured from the most stable structure: *1* 0.0; *2* 38.2

---

*1*
An isolated molecule of C2H5NO, computed with ωB97M-V with the def2-TZVPD basis set.

Geometry as ORCA input:
```
! wB97M-V def2-TZVPD RIJCOSX def2/J DEFGRID3
* xyz 0 1
O -1.108 -0.962 0.521
N 1.414 -0.049 -0.396
C 0.193 0.720 -0.519
C -0.855 0.208 0.475
H 1.237 -0.955 -0.012
H -0.326 0.617 -1.486
H -1.353 0.987 1.086
H 2.148 0.416 0.109
H 0.373 1.779 -0.334
*
```

Results
- gap between HOMO and LUMO (eV) = 10.1
- E_HOMO (eV) = -9.1489
- SMILES string = NCC=O

---

*2*
A cluster of 2 separate species, C2H5NO in total, computed with ωB97M-V with the def2-TZVPD basis set.

Geometry as ORCA input:
```
! wB97M-V def2-TZVPD RIJCOSX def2/J DEFGRID3
* xyz 0 1
O -1.665 0.093 -1.445
N 0.850 -0.588 0.491
C 0.068 -0.207 1.413
C -0.512 0.417 -1.594
H -0.952 0.085 1.147
H 0.344 -0.140 2.471
H 1.769 -0.836 0.863
H -0.104 1.344 -1.145
H 0.202 -0.168 -2.200
*
```

Results
- gap between HOMO and LUMO (eV) = 10.8
- E_HOMO (eV) = -9.7169
- SMILES string = C=N.C=O

---

Relative stability in kJ/mol, measured from the most stable structure: *1* 0.0; *2* 90.3

---

*1*
A cluster of 2 separate species, C5H12OS in total, computed with ωB97M-V with the def2-TZVPD basis set.

Geometry as ORCA input:
```
! wB97M-V def2-TZVPD RIJCOSX def2/J DEFGRID3
* xyz 0 1
S 0.913 -1.765 1.944
O 1.828 2.056 4.405
C 0.000 0.000 0.000
C -1.161 -0.946 -0.376
C -1.019 -2.445 0.155
C 0.495 -0.073 1.467
C -0.706 -2.496 1.619
H -2.026 -2.838 -0.087
H -0.144 1.073 -0.230
H -0.538 -3.552 1.906
H 2.149 1.970 5.332
H 1.417 1.185 4.204
H -1.529 -2.103 2.246
H 1.448 0.486 1.526
H -0.278 -3.063 -0.387
H -2.060 -0.448 0.035
H -0.235 0.434 2.126
H 0.785 -0.387 -0.678
H -1.242 -0.931 -1.480
*
```

Results
- gap between HOMO and LUMO (eV) = 9.4
- E_HOMO (eV) = -8.6312
- SMILES string = C1CCSCC1.O

---

*2*
An isolated molecule of C5H12OS, computed with ωB97M-V with the def2-TZVPD basis set.

Geometry as ORCA input:
```
! wB97M-V def2-TZVPD RIJCOSX def2/J DEFGRID3
* xyz 0 1
S 0.943 1.815 1.363
O -1.393 -0.695 -3.113
C -1.140 0.071 0.609
C -0.564 -0.397 -0.804
C -0.041 0.203 1.636
C -1.429 -1.241 -1.711
C 2.728 1.298 1.399
H 0.509 -0.646 -0.573
H -0.532 0.392 2.522
H -2.476 -1.184 -1.486
H -1.629 -1.399 -3.866
H 2.990 2.386 1.370
H 3.210 0.868 2.304
H 0.670 -0.651 1.544
H -1.083 -2.317 -1.738
H -1.572 1.031 0.450
H -0.201 0.554 -1.452
H 2.880 0.611 0.513
H -1.870 -0.699 1.034
*
```

Results
- gap between HOMO and LUMO (eV) = 9.5
- E_HOMO (eV) = -8.5621
- SMILES string = CSCCCCO

---

*3*
An isolated molecule of C5H12OS, computed with ωB97M-V with the def2-TZVPD basis set.

Geometry as ORCA input:
```
! wB97M-V def2-TZVPD RIJCOSX def2/J DEFGRID3
* xyz 0 1
S 0.529 1.612 0.791
O -1.583 -1.582 -1.372
C 0.975 0.210 -0.261
C -1.767 -1.029 -0.069
C 1.002 2.946 -0.318
C -0.661 -1.380 0.931
C 0.777 -1.109 0.464
H 1.363 -1.074 1.393
H 0.207 3.216 -1.000
H -0.884 -0.696 1.760
H 1.303 3.809 0.275
H -1.753 0.055 -0.227
H -0.813 -2.386 1.334
H 2.011 0.288 -0.586
H 0.368 0.247 -1.176
H 1.900 2.672 -0.860
H -2.754 -1.297 0.332
H -1.375 -2.534 -1.322
H 1.154 -1.968 -0.088
*
```

Results
- gap between HOMO and LUMO (eV) = 9.4
- E_HOMO (eV) = -8.5029
- SMILES string = CSCCCCO

---

*4*
An isolated molecule of C5H12OS, computed with ωB97M-V with the def2-TZVPD basis set.

Geometry as ORCA input:
```
! wB97M-V def2-TZVPD RIJCOSX def2/J DEFGRID3
* xyz 0 1
S -2.248 -0.443 -0.247
O 1.153 2.355 1.350
C 2.007 1.454 0.554
C -0.902 -1.337 0.584
C 0.186 -0.356 1.133
C -1.941 -0.885 -1.970
C 1.065 0.356 0.080
H 0.805 -0.794 1.921
H -1.269 -0.264 -2.565
H 1.691 -0.460 -0.313
H 2.670 1.099 1.333
H 0.265 0.618 -0.606
H -2.860 -0.856 -2.593
H 2.595 1.997 -0.187
H -0.502 -2.018 -0.159
H 0.677 2.912 0.710
H -1.563 -1.915 -2.008
H -1.336 -1.847 1.444
H -0.493 0.383 1.540
*
```

Results
- gap between HOMO and LUMO (eV) = 9.5
- E_HOMO (eV) = -8.6042
- SMILES string = CSCCCCO

---

Relative stability in kJ/mol, measured from the most stable structure: *1* 0.0; *2* 198.9; *3* 16.4; *4* 75.2

---

*1*
An isolated molecule of C5H11N3, computed with ωB97M-V with the def2-TZVPD basis set.

Geometry as ORCA input:
```
! wB97M-V def2-TZVPD RIJCOSX def2/J DEFGRID3
* xyz 0 1
N -0.213 -0.457 1.362
N 0.875 0.196 0.825
N 0.633 0.427 -0.601
C -0.797 0.198 -0.755
C -1.129 -0.427 0.506
C 2.041 -0.730 1.034
C 1.149 1.633 -1.106
C -2.427 -1.216 0.754
H -1.508 1.182 -0.747
H -1.070 -0.459 -1.669
H -3.081 -0.747 0.029
H 2.104 1.770 -0.452
H -2.676 -1.012 1.774
H 1.952 -1.663 0.403
H 1.467 1.442 -2.099
H 0.545 2.568 -1.109
H -2.204 -2.199 0.503
H 3.066 -0.189 0.775
H 2.179 -0.957 2.087
*
```

Results
- gap between HOMO and LUMO (eV) = 8.8
- E_HOMO (eV) = -7.7580
- SMILES string = CC1=NN(C)N(C)C1

---

*2*
An isolated molecule of C5H11N3, computed with ωB97M-V with the def2-TZVPD basis set.

Geometry as ORCA input:
```
! wB97M-V def2-TZVPD RIJCOSX def2/J DEFGRID3
* xyz 0 1
N 1.519 0.535 0.490
N 0.058 2.247 -0.480
N 0.240 0.291 1.264
C 0.300 0.945 -0.064
C -0.620 -0.201 0.157
C 2.353 -0.553 0.024
C -2.073 0.209 0.356
C -0.529 -1.578 -0.471
H -2.552 0.381 -0.607
H -2.610 -0.582 0.876
H -2.139 1.110 0.961
H 0.447 -2.039 -0.394
H -1.243 -2.241 0.017
H -0.796 -1.504 -1.525
H -0.889 2.551 -0.293
H 2.342 -1.381 0.734
H 0.724 2.885 -0.059
H 3.371 -0.157 -0.014
H 2.096 -0.920 -0.971
*
```

Results
- gap between HOMO and LUMO (eV) = 9.8
- E_HOMO (eV) = -8.8069
- SMILES string = CN1N2C(C)(C)[C@]12N

---

*3*
A structure of composition C5H11N3, computed with ωB97M-V with the def2-TZVPD basis set.

Geometry as ORCA input:
```
! wB97M-V def2-TZVPD RIJCOSX def2/J DEFGRID3
* xyz 0 1
N -2.021 -1.728 -0.443
N 0.891 0.975 0.564
N 0.522 -0.710 -1.943
C -0.625 -0.248 0.282
C 1.576 0.420 1.710
C -0.101 -0.526 -0.808
C -2.162 -2.303 -1.543
C 0.254 2.236 0.866
H 1.984 -0.563 1.463
H -1.459 -2.232 -2.399
H -3.034 -2.950 -1.728
H -0.289 2.601 -0.008
H 0.931 0.314 2.603
H -1.213 -0.153 1.169
H 1.008 2.993 1.124
H -0.450 2.190 1.719
H 1.245 -1.411 -2.006
H 2.416 1.065 2.006
H 0.526 0.032 -2.628
*
```

Results
- gap between HOMO and LUMO (alpha / beta) (eV) = 7.1 / 7.4
- E_HOMO (alpha / beta) (eV) = -6.5175 / -6.8472

---

Relative stability in kJ/mol, measured from the most stable structure: *1* 0.0; *2* 12.1; *3* 410.3

---

*1*
A cluster of 2 separate species, C2H8S2 in total, computed with ωB97M-V with the def2-TZVPD basis set.

Geometry as ORCA input:
```
! wB97M-V def2-TZVPD RIJCOSX def2/J DEFGRID3
* xyz 0 1
S -0.897 0.481 0.619
S -0.146 -0.104 -1.260
C 3.196 0.423 0.166
C -1.844 -0.872 1.342
H 2.200 0.230 0.505
H 3.880 0.397 1.008
H 3.274 1.332 -0.423
H 3.422 -0.408 -0.501
H -2.303 -0.395 2.204
H -0.348 -1.421 -1.111
H -2.624 -1.309 0.744
H -1.162 -1.634 1.705
*
```

Results
- gap between HOMO and LUMO (eV) = 8.8
- E_HOMO (eV) = -8.2544
- SMILES string = CSS.C

---

*2*
A cluster of 2 separate species, C2H8S2 in total, computed with ωB97M-V with the def2-TZVPD basis set.

Geometry as ORCA input:
```
! wB97M-V def2-TZVPD RIJCOSX def2/J DEFGRID3
* xyz 0 1
S 0.508 2.071 -1.235
S -0.543 -4.556 0.399
C 1.138 3.644 -0.373
C -0.977 -2.832 0.662
H -1.679 -2.500 -0.121
H -0.115 1.715 -0.091
H -0.652 -4.478 -0.945
H -1.463 -2.709 1.645
H 1.936 3.314 0.313
H -0.082 -2.189 0.628
H 0.361 4.162 0.214
H 1.569 4.359 -1.095
*
```

Results
- gap between HOMO and LUMO (eV) = 9.7
- E_HOMO (eV) = -9.0268
- SMILES string = CS.CS

---

Relative stability in kJ/mol, measured from the most stable structure: *1* 0.0; *2* 11.1